{"formula": "C3H28O11", "method": "wB97M-V/def2-TZVPD", "elements": ["H", "O", "O", "H", "H", "H", "H", "O", "H", "C", "H", "H", "H", "H", "H", "O", "O", "H", "O", "H", "H", "C", "C", "O", "H", "H", "O", "H", "H", "H", "H", "H", "O", "H", "H", "O", "H", "H", "H", "H", "H", "O"], "positions_angstrom": [[5.378, 20.007, 9.208], [5.197, 19.884, 0.865], [3.286, 22.932, 6.308], [0.870, 16.478, 4.208], [2.403, 22.741, 5.980], [4.277, 17.810, 6.601], [6.503, 22.632, 5.963], [4.694, 23.856, 1.703], [3.346, 20.247, 3.839], [4.733, 19.547, 5.421], [4.773, 20.005, 1.724], [4.591, 19.436, 3.252], [6.569, 14.647, 5.864], [4.238, 19.886, 8.121], [4.992, 17.548, 4.910], [6.669, 17.598, 1.885], [6.565, 22.043, 6.719], [4.563, 20.233, 0.231], [1.144, 19.888, 6.222], [5.147, 23.660, 2.528], [1.197, 19.045, 6.678], [4.321, 18.116, 5.557], [4.417, 20.154, 4.060], [4.475, 19.653, 9.085], [7.335, 18.011, 6.642], [4.918, 21.103, 3.881], [4.254, 20.344, 6.489], [6.449, 17.717, 2.813], [6.305, 18.379, 1.441], [1.779, 16.678, 5.412], [5.312, 14.314, 5.071], [3.332, 18.013, 5.101], [1.442, 16.002, 4.818], [3.975, 23.219, 1.664], [5.830, 19.637, 5.459], [6.117, 14.841, 5.037], [4.444, 18.694, 9.240], [3.590, 22.092, 6.703], [2.065, 20.181, 6.141], [5.934, 21.328, 6.526], [8.818, 18.174, 6.340], [8.187, 18.154, 7.066]], "lowdin_charge": [0.181, -0.045, -0.083, 0.042, 0.022, 0.072, 0.032, -0.054, 0.094, -0.583, -0.006, 0.051, 0.031, 0.105, 0.075, -0.061, -0.072, 0.057, -0.062, 0.027, 0.019, -0.055, -0.046, 0.274, 0.008, 0.085, -0.339, 0.006, -0.008, -0.004, 0.037, 0.063, -0.054, 0.024, 0.112, -0.056, 0.167, -0.011, -0.007, -0.024, 0.044, -0.057], "largest_force_ev_per_a": 3.06, "multiplicity": 1, "orbital_gap_ev": 8.2, "total_charge": 0, "total_energy_ha": -958.6163, "de_lowest_ev": 5.5943}